1.
Computed, not measured: C7H12BrFO3S as an isolated structure at a distorted geometry, with ωB97M-V with the def2-TZVPD basis set.

Geometry as XYZ:
```
25
Properties=species:S:1:pos:R:3:mulliken_charge:R:1
C -1.9436 0.6493 1.1789 -0.93
C 0.3621 -0.3181 0.8736 -0.85
C -1.0498 -0.5115 1.1665 0.31
C -0.6232 2.4262 -0.7181 -0.65
C 1.4197 -2.2088 -0.1731 -1.55
C 2.4519 0.1423 -0.5877 -1.20
C 1.0954 -0.6554 -0.4470 1.32
O -3.2067 2.2097 -0.5913 -0.67
O -1.9778 0.2106 -1.4386 -0.56
O 0.3586 -0.5499 -1.5826 -0.60
F -1.6054 -1.5073 0.3257 -0.31
S -2.0086 1.3503 -0.5784 1.17
Br -0.8215 3.7604 0.4376 0.01
H -2.8981 0.2368 1.2940 0.41
H -1.4707 1.3147 1.9577 0.36
H 1.1442 0.2290 1.5039 0.16
H -1.1239 -1.0478 2.2149 0.34
H 0.2380 2.1833 -1.2020 0.68
H 1.8933 -2.3343 0.8253 0.33
H 1.7268 -2.7152 -1.0393 0.48
H 0.4733 -2.6776 -0.1048 0.43
H 2.9238 0.0654 0.4334 0.34
H 3.0745 -0.4212 -1.3781 0.34
H 2.0779 1.1636 -0.8220 0.22
H -0.5105 -0.9945 -1.5486 0.42
```

Output
Molar mass ... 275.14 g/mol
Lowest unoccupied orbital energy (spin up / spin down) ... -0.18 / -1.77 eV
Max |F| ... 4.02 eV/Å
Calculated total energy ... -97185.0877 eV
Charge ... 0
HOMO (spin up / spin down) ... -9.5 / -8.4 eV
Gap between HOMO and LUMO (spin up / spin down) ... 9.306 / 6.591 eV

2.
Computed, not measured: C25H54AlBeCaF2LiMgN2O12 as an isolated structure at a distorted geometry, with ωB97M-V with the def2-TZVPD basis set.

Geometry as XYZ:
```
100
Properties=species:S:1:pos:R:3:mulliken_charge:R:1
N -3.9117 -3.5843 1.6189 -0.52
C -3.8141 -3.7037 0.0834 0.07
C -3.5460 -2.2611 -0.6537 -0.14
Al -2.1337 -2.2935 -2.1409 0.14
H -3.3179 -2.7914 1.9512 0.23
H -4.9234 -3.3845 1.8795 0.11
H -4.8788 -4.0766 -0.2981 -0.53
H -3.0255 -4.5386 -0.1648 0.76
H -3.2062 -1.4813 0.1803 -0.22
H -4.5565 -1.8479 -1.1216 0.26
H -0.6341 -2.5315 -1.6130 -0.22
H -2.4507 -3.3105 -3.3326 -0.18
H -2.1534 -0.8315 -2.8243 -0.31
C 2.1215 3.7458 -2.1643 -1.29
O 2.6034 2.4125 -2.2954 -0.11
C 2.0286 1.5260 -1.3323 -0.78
C 0.8277 0.7606 -1.9093 -0.36
O -0.2447 1.6386 -2.2578 -0.33
C -0.2356 1.9898 -3.6386 -0.68
H 2.3026 4.2678 -3.1088 0.47
H 1.0511 3.7901 -1.9452 0.48
H 2.6732 4.2565 -1.3682 0.43
H 1.7497 2.0726 -0.4238 0.43
H 2.8037 0.8025 -1.0588 0.38
H 0.4506 0.0809 -1.1408 0.31
H 1.1258 0.1513 -2.7725 0.26
H -0.7094 1.1913 -4.2149 0.25
H 0.7715 2.1652 -4.0249 0.21
H -0.8197 2.9068 -3.7604 0.32
Li -3.9601 -0.9070 -3.9819 0.86
C -6.8890 -1.1822 1.5387 0.56
C -7.7916 -2.1040 0.7920 0.43
O -9.0101 -1.3976 0.7351 -0.17
C -8.6579 -0.0814 0.7505 0.48
O -9.4062 0.8309 0.4412 -0.51
O -7.3604 0.0917 1.1478 -0.39
F -7.9939 -3.2470 1.4849 -0.25
H -6.9821 -1.2860 2.6250 0.42
H -5.8394 -1.3136 1.2624 -0.63
H -7.4539 -2.3380 -0.2232 0.11
Mg -4.9697 -5.5174 -1.2385 0.06
C 5.1731 1.4445 -4.0218 -1.14
C 5.9380 2.7108 -4.4656 1.30
C 6.2763 3.5788 -3.2252 -0.92
C 7.3507 3.0094 -2.3051 -0.99
C 8.3559 2.1121 -3.0164 -1.11
C 8.4814 2.3556 -4.5422 1.40
N 7.1450 2.2031 -5.1445 0.81
O 7.1429 2.3790 -6.5204 -0.29
C 9.4090 1.2356 -5.0867 -1.55
C 9.1710 3.7153 -4.7972 -1.50
C 4.9601 3.5641 -5.3242 -0.97
H 4.8877 0.8322 -4.8833 0.47
H 4.2521 1.7021 -3.4844 -0.06
H 5.7718 0.8139 -3.3582 0.39
H 6.6027 4.5723 -3.5569 0.50
H 5.3691 3.7622 -2.6302 0.17
H 7.8752 3.8426 -1.8207 0.40
H 6.8811 2.4410 -1.4937 0.31
H 9.3334 2.2137 -2.5268 0.43
H 8.0572 1.0698 -2.8445 0.49
H 8.9448 0.2485 -4.9717 0.45
H 10.3617 1.2148 -4.5427 0.32
H 9.6468 1.3747 -6.1480 0.44
H 10.1600 3.7398 -4.3208 0.40
H 8.6053 4.5641 -4.4019 0.32
H 9.3310 3.8972 -5.8653 0.45
H 4.0724 3.8434 -4.7417 -0.39
H 4.5963 3.0197 -6.2023 0.42
H 5.4308 4.4941 -5.6642 0.48
C 11.7515 0.5896 -1.7428 0.88
O 12.6549 0.7184 -0.9311 -0.32
O 11.8592 0.7628 -2.9623 -0.31
O 10.5896 0.2663 -1.4706 -0.27
Be 2.7349 5.7756 -3.5464 -0.06
F -10.5710 -2.7263 1.9140 -0.59
Ca -3.4012 -0.0038 0.3185 1.27
C -6.5462 0.0668 8.1857 -0.87
O -5.6706 -0.8820 7.5924 -0.24
C -4.7552 -1.4633 8.5221 -0.53
C -4.6849 -2.9860 8.3501 -0.21
O -5.8618 -3.7035 8.7407 -0.46
C -7.0399 -3.5044 7.9483 -0.31
C -6.9664 -4.0305 6.5101 -0.57
O -6.0588 -3.2641 5.7269 -0.30
C -5.1855 -4.0456 4.9262 -0.72
H -6.0627 1.0453 8.2033 0.29
H -7.4450 0.1287 7.5714 0.25
H -6.8462 -0.2195 9.1970 0.40
H -5.0137 -1.2283 9.5599 0.35
H -3.7684 -1.0329 8.3090 0.37
H -3.8893 -3.3526 9.0089 0.43
H -4.3804 -3.2651 7.3414 -0.01
H -7.3522 -2.4607 7.9825 0.06
H -7.8325 -4.0655 8.4630 0.43
H -7.9499 -3.9441 6.0441 0.43
H -6.6870 -5.0940 6.5269 0.36
H -4.8811 -4.9687 5.4303 0.42
H -4.2863 -3.4577 4.7296 0.16
H -5.6708 -4.2795 3.9753 0.25
```

Output
Molar mass ... 720.02 g/mol
Lowest unoccupied orbital energy ... -9.12 eV
Max |F| ... 10.11 eV/Å
Calculated total energy ... -90831.0738 eV
Charge ... +2
HOMO ... -10.0 eV
Gap between HOMO and LUMO ... 0.840 eV

3.
Computed, not measured: C36H57BaBrN4O8P2 as an isolated structure at a distorted geometry, with ωB97M-V with the def2-TZVPD basis set.

Geometry as XYZ:
```
109
Properties=species:S:1:pos:R:3:mulliken_charge:R:1
Ba 0.0428 -0.1179 -0.0740 0.70
C -3.6326 -0.2972 0.0335 -0.16
C -3.7471 -1.4591 0.7835 -0.42
C -3.7001 -1.4069 2.1688 -0.65
C -3.5586 -0.1852 2.8084 -0.53
C -3.4177 0.9741 2.0624 -0.26
C -3.4413 0.9218 0.6744 -0.88
H -3.7713 -0.3197 -1.0385 0.49
H -3.9123 -2.4071 0.2931 0.52
H -3.8065 -2.3101 2.7531 0.49
H -3.5729 -0.1374 3.8877 0.46
H -3.3403 1.9227 2.5732 0.58
H -3.3883 1.8289 0.0838 0.49
C -1.5552 -2.9574 -2.0081 -1.21
O -1.5120 -1.5409 -1.9818 1.20
C -2.0454 -0.9078 -3.0701 -0.13
C -2.5456 -1.5484 -4.1956 -0.44
C -3.0887 -0.7999 -5.2365 -0.89
Br -3.7515 -1.6931 -6.7684 -0.15
C -3.1453 0.5745 -5.1723 -0.80
C -2.6330 1.2328 -4.0493 1.41
C -2.0773 0.4940 -2.9896 -0.56
O -1.5704 1.0918 -1.8729 1.66
C -2.6393 2.6805 -3.9792 -0.56
N -2.1485 3.3527 -2.9513 -0.11
C -2.2743 4.6856 -3.2702 0.48
C -1.9078 5.8388 -2.5765 -0.63
C -2.1308 7.0502 -3.1949 -0.70
C -2.7031 7.1393 -4.4697 -0.52
C -3.0787 6.0135 -5.1698 -1.01
C -2.8601 4.7921 -4.5531 0.42
N -3.0788 3.5045 -4.9651 -0.05
H -2.5797 -3.3237 -2.1031 0.55
H -1.1379 -3.3067 -1.0701 -0.03
H -0.9485 -3.3618 -2.8214 0.43
H -2.5296 -2.6192 -4.2985 0.67
H -3.5880 1.1173 -5.9902 0.52
H -1.6581 2.0855 -2.0597 0.01
H -1.4661 5.7759 -1.5942 0.45
H -1.8540 7.9614 -2.6881 0.42
H -2.8491 8.1124 -4.9120 0.41
H -3.5133 6.0760 -6.1530 0.43
H -3.4911 3.2351 -5.8413 0.20
N 0.3597 2.6653 -0.4815 0.00
C 0.7903 3.4655 -1.6384 -0.08
C 1.8401 2.7315 -2.4636 -1.11
C 1.2711 1.6145 -3.3335 -0.39
N 1.1107 0.3882 -2.5485 0.01
H -0.3330 3.2185 0.0171 -0.02
H 1.1657 2.5948 0.1297 0.19
H 1.2155 4.4223 -1.3044 0.66
H -0.0847 3.6639 -2.2583 -0.38
H 2.5839 2.3004 -1.7878 0.35
H 2.3348 3.4595 -3.1074 0.42
H 1.9480 1.4444 -4.1815 0.48
H 0.2877 1.9017 -3.7131 0.07
H 2.0401 0.0685 -2.2976 0.18
H 0.7314 -0.3303 -3.1579 -0.06
C 4.2121 -2.5382 -0.4902 -1.68
C 3.7041 -1.9421 0.8132 0.95
C 4.7745 -1.9362 1.8901 -1.35
O 2.5781 -2.6937 1.3220 0.51
P 1.1618 -2.5177 0.6488 0.74
O 1.2092 -1.7693 -0.6168 -1.09
C 0.0261 -1.7565 1.8059 -2.03
P 0.9511 -0.4040 2.4932 -0.27
O 1.4721 0.4420 1.4083 -0.95
O 2.1590 -0.8746 3.3796 -0.23
C 2.1519 -1.4410 4.7014 0.53
C 2.1463 -2.9559 4.6197 -1.08
C 3.3963 -0.9420 5.4224 -1.62
O -0.1748 0.2692 3.4085 -0.13
C -0.1882 1.5392 4.0863 0.50
C 0.9244 1.6821 5.1105 -1.44
C -0.1623 2.6887 3.0919 -1.08
O 0.5207 -3.9524 0.4333 -0.30
C 1.0074 -5.2731 0.7212 0.39
C 2.2290 -5.6028 -0.1184 -1.11
C 1.2854 -5.4370 2.2054 -1.07
H 4.9763 -1.8849 -0.9036 0.50
H 3.4003 -2.6312 -1.2079 0.31
H 4.6466 -3.5216 -0.3231 0.41
H 3.3661 -0.9166 0.6330 0.05
H 5.0318 -2.9526 2.1816 0.32
H 4.4234 -1.3963 2.7633 0.00
H 5.6666 -1.4442 1.5132 0.52
H -0.2954 -2.4646 2.5582 1.26
H -0.8432 -1.3897 1.2920 0.69
H 1.2450 -1.0930 5.2081 0.42
H 2.9685 -3.2890 3.9914 0.06
H 1.2095 -3.3268 4.2120 0.22
H 2.2731 -3.3748 5.6133 0.60
H 4.2921 -1.3342 4.9446 0.42
H 3.3803 -1.2795 6.4551 0.48
H 3.4460 0.1433 5.4129 0.32
H -1.1590 1.5131 4.5940 0.27
H 1.8960 1.6803 4.6190 0.21
H 0.8827 0.8800 5.8421 0.35
H 0.8028 2.6243 5.6389 0.59
H 0.8017 2.7260 2.5862 0.25
H -0.3059 3.6134 3.6422 0.56
H -0.9644 2.5831 2.3589 0.06
H 0.1650 -5.9094 0.4237 0.45
H 3.0908 -5.0443 0.2377 0.04
H 2.0520 -5.3538 -1.1626 0.34
H 2.4467 -6.6648 -0.0424 0.53
H 2.1477 -4.8373 2.4879 0.03
H 1.4971 -6.4795 2.4272 0.60
H 0.4216 -5.1322 2.7952 0.30
```

Output
Molar mass ... 953.05 g/mol
Lowest unoccupied orbital energy ... -4.08 eV
Max |F| ... 14.62 eV/Å
Calculated total energy ... -149904.0719 eV
Charge ... +2
HOMO ... -12.4 eV
Gap between HOMO and LUMO ... 8.296 eV

4.
Computed, not measured: a 2-piece molecular cluster, C17H27O2Si overall at a distorted geometry, with ωB97M-V with the def2-TZVPD basis set.

Geometry as XYZ:
```
47
Properties=species:S:1:pos:R:3:mulliken_charge:R:1
C 4.2374 0.9619 1.1212 -1.01
Si 2.5261 0.4694 1.6859 0.31
C 2.2363 -1.3476 1.4341 -0.95
C 2.3394 1.0291 3.4520 -1.01
O 1.3653 1.3081 0.8102 -0.43
C 0.4714 1.0230 -0.1739 1.18
C -0.9116 0.9633 -0.0021 -1.15
C 0.8833 0.9578 -1.5307 -0.95
C 2.1912 0.9388 -1.9591 -0.21
O 2.4508 0.3892 -3.1414 -0.33
C 3.8264 0.1541 -3.4971 -0.70
H 4.9757 0.3571 1.6761 0.36
H 4.3934 0.7884 0.0483 0.30
H 4.4341 2.0239 1.3331 0.32
H 2.9635 -1.9452 2.0129 0.41
H 1.2226 -1.6363 1.7576 0.27
H 2.3481 -1.6186 0.3713 0.31
H 2.9813 0.4325 4.1243 0.34
H 2.6321 2.0863 3.5569 0.30
H 1.2979 0.9261 3.7902 0.28
H -1.3839 1.6905 -0.6887 0.52
H -1.2831 0.7644 1.0098 0.34
H 0.0356 0.8326 -2.2355 0.28
H 3.0118 1.4020 -1.3754 0.58
H 3.7930 -0.0610 -4.5697 0.25
H 4.4616 1.0399 -3.3001 0.33
H 4.2127 -0.7165 -2.9466 0.29
C -3.5850 1.2726 -1.5673 -1.39
C -2.8536 -0.0016 -1.2614 2.00
C -2.2564 -0.7198 -2.4407 -1.84
C -3.0856 -0.7046 -0.0456 0.34
C -2.5288 -2.0027 0.1877 -0.29
C -2.6377 -2.6103 1.4289 -0.87
C -3.2920 -1.9580 2.4838 -0.37
C -3.8785 -0.7023 2.2704 -0.76
C -3.7868 -0.0903 1.0319 -0.26
H -4.6380 1.2301 -1.2623 0.43
H -3.1388 2.1407 -1.0592 0.36
H -3.5584 1.4742 -2.6389 0.38
H -2.5917 -1.7713 -2.5047 0.44
H -2.5579 -0.2325 -3.3799 0.40
H -1.1510 -0.7046 -2.3835 0.38
H -1.9959 -2.5083 -0.6284 0.28
H -2.1927 -3.5967 1.5753 0.42
H -3.3437 -2.4293 3.4673 0.42
H -4.3931 -0.1905 3.0883 0.40
H -4.2468 0.8919 0.8745 0.28
```

Output
Molar mass ... 291.49 g/mol
Lowest unoccupied orbital energy ... -4.96 eV
Max |F| ... 1.87 eV/Å
Calculated total energy ... -30031.6229 eV
Charge ... +1
HOMO ... -10.8 eV
Gap between HOMO and LUMO ... 5.815 eV

5.
Computed, not measured: C33H15F4GaN11O as an isolated structure, with ωB97M-V with the def2-TZVPD basis set.

Geometry as XYZ:
```
65
Properties=species:S:1:pos:R:3:mulliken_charge:R:1
Ga 0.3040 -0.0145 -0.3257 0.17
C -2.7780 -2.6061 -3.5727 -0.63
C -1.5270 -3.1841 -3.6996 -1.02
C -0.3832 -2.4933 -3.3141 -0.25
C -0.5329 -1.2212 -2.8015 0.67
C -1.7793 -0.6277 -2.6582 -0.23
C -2.9079 -1.3261 -3.0472 -1.09
N 0.6388 -0.3707 -2.4241 1.99
C 1.9478 -1.0793 -2.4372 0.22
C 2.5996 -1.3296 -3.6364 -0.32
C 3.8148 -1.9871 -3.6309 -0.99
C 4.3741 -2.3875 -2.4236 -0.72
C 3.7262 -2.1438 -1.2286 -1.01
C 2.5037 -1.4764 -1.2241 0.33
N 1.7594 -1.2284 -0.0481 1.39
N 2.3033 -1.7162 1.0638 -1.29
C 1.6558 -1.9064 2.1447 0.15
C 2.2932 -2.3751 3.3541 -0.81
C 1.6270 -2.5575 4.4967 -0.53
C 0.1926 -2.3407 4.5330 -0.60
C -0.4952 -1.9045 3.4881 -0.63
N 0.1775 -0.0815 2.0645 -0.87
H -3.6582 -3.1577 -3.8726 0.43
H -1.4309 -4.1863 -4.0931 0.42
H 0.5908 -2.9501 -3.4102 0.45
H -1.8742 0.3843 -2.2715 0.48
H -3.8839 -0.8722 -2.9435 0.47
H 2.1580 -1.0008 -4.5652 0.52
H 4.3232 -2.1827 -4.5642 0.45
H 5.3273 -2.8985 -2.4134 0.44
H 4.1554 -2.4635 -0.2915 0.51
H 3.3543 -2.5591 3.2608 0.51
H 2.1312 -2.9031 5.3862 0.42
H -0.3636 -2.5766 5.4307 0.45
H -1.5653 -1.7706 3.4240 0.46
N 0.1930 -1.5225 2.2339 1.91
C -0.6068 -2.1023 1.0251 1.04
O -1.0827 -1.2239 0.2300 -0.84
C -0.7461 -3.4426 0.9847 0.91
C -0.1267 -4.3111 1.9373 -0.19
N 0.3921 -5.0123 2.6854 -0.53
C -1.5293 -4.0338 -0.0565 -0.47
N -2.1762 -4.5316 -0.8637 -0.49
H 0.8453 0.2967 2.7355 0.24
H -0.7530 0.2611 2.3040 0.35
F -0.7727 5.3414 -0.2126 -0.34
C 0.0513 4.9053 -1.1580 0.09
C -0.5006 4.5358 -2.3729 0.14
F -1.8148 4.6403 -2.5424 -0.32
C 0.2529 3.7988 -3.2747 0.53
C 1.6295 3.7145 -3.0644 0.10
C 2.1642 4.0486 -1.8380 0.33
F 3.4040 3.6556 -1.5626 -0.36
C 1.3451 4.5084 -0.8164 0.03
C 1.4702 3.8183 0.5142 -0.17
C 0.7387 2.7041 0.3679 0.94
N 0.0225 1.8055 0.0170 -0.23
C 2.1470 4.1633 1.7089 -0.15
N 2.7121 4.3970 2.6839 -0.47
F 2.3995 3.0668 -3.9380 -0.36
C -0.3991 2.7385 -4.0865 0.10
C 0.0667 1.5466 -3.7553 0.57
N 0.7717 0.6019 -3.4919 -0.80
C -1.5028 2.9071 -4.9741 -0.05
N -2.3975 3.0406 -5.6818 -0.45
```

Output
Molar mass ... 727.27 g/mol
Lowest unoccupied orbital energy ... -4.42 eV
Max |F| ... 0.52 eV/Å
Calculated total energy ... -116133.7087 eV
Charge ... +1
HOMO ... -11.6 eV
Gap between HOMO and LUMO ... 7.135 eV

6.
Computed, not measured: C6H9NO as an isolated structure at a distorted geometry, with ωB97M-V with the def2-TZVPD basis set.

Geometry as XYZ:
```
17
Properties=species:S:1:pos:R:3:mulliken_charge:R:1
C -2.0166 0.0835 -0.3218 0.30
C -0.8956 1.2605 1.4013 -0.54
C 0.4042 0.4641 0.1314 -0.50
C -0.7345 -0.6037 0.0222 1.21
C 0.8962 1.1933 -1.1119 -1.25
C -0.6540 -2.1149 0.0183 -1.65
N -1.7071 0.0667 0.9394 -0.42
O -2.9088 0.4154 -1.0559 -0.57
H -0.3905 0.9566 2.3979 0.27
H -1.2740 2.1660 1.1549 0.41
H 1.1209 0.0476 0.7584 0.51
H 1.7786 1.6414 -1.0278 0.44
H 0.0719 1.8270 -1.3009 0.30
H 1.0531 0.3429 -1.8093 0.28
H 0.2402 -2.3771 0.5654 0.36
H -0.7921 -2.4826 -0.8928 0.38
H -1.4024 -2.5889 0.5764 0.46
```

Output
Molar mass ... 111.14 g/mol
Lowest unoccupied orbital energy ... 0.81 eV
Max |F| ... 8.07 eV/Å
Calculated total energy ... -9900.6123 eV
Charge ... 0
HOMO ... -8.7 eV
Gap between HOMO and LUMO ... 9.491 eV

7.
Computed, not measured: C6H12N2 as an isolated structure at a distorted geometry, with ωB97M-V with the def2-TZVPD basis set.

Geometry as XYZ:
```
20
Properties=species:S:1:pos:R:3:mulliken_charge:R:1
C -1.1458 1.9232 -0.2587 -1.43
C -0.1977 0.8102 -0.6206 -0.16
C 3.0773 0.3853 0.3852 -0.37
C -0.3263 -0.6186 0.1530 0.88
C -1.2512 -0.6843 1.3658 -1.02
C -0.3579 -1.6943 -0.9498 -1.13
H -0.5563 2.6653 -0.8202 0.31
H -2.0348 1.6990 -1.0182 0.24
H -1.5368 2.0508 0.6954 0.52
H 0.0481 0.7566 -1.7371 0.35
H 2.9578 1.0683 1.2388 0.32
H 4.0179 -0.1228 0.0256 0.27
H -2.2323 -1.3658 1.1087 0.26
H -1.5645 0.5079 1.6743 0.20
H -0.6388 -1.1267 2.5615 0.24
H -0.1723 -2.7889 -0.4515 0.28
H -1.3258 -1.8530 -1.6519 0.28
H 0.4848 -1.5482 -1.7814 0.34
N 0.7813 0.2100 0.2200 0.34
N 1.9730 -0.2738 -0.1389 -0.72
```

Output
Molar mass ... 112.18 g/mol
Lowest unoccupied orbital energy ... 0.81 eV
Max |F| ... 6.92 eV/Å
Calculated total energy ... -9390.0942 eV
Charge ... 0
HOMO ... -7.9 eV
Gap between HOMO and LUMO ... 8.711 eV

8.
Computed, not measured: a single C4H8O molecule at a distorted geometry, with ωB97M-V with the def2-TZVPD basis set.

Geometry as XYZ:
```
13
Properties=species:S:1:pos:R:3:mulliken_charge:R:1
C 1.3205 -0.7691 0.0859 -1.26
C 0.5213 0.3492 -0.4678 0.00
C -0.3687 1.1355 0.4450 -0.61
C -0.9729 0.1833 -0.4865 -0.07
O -1.4282 -1.0754 0.0422 -0.55
H 2.2778 -0.4816 0.6013 0.30
H 0.6922 -1.3155 0.7559 0.34
H 1.6027 -1.3964 -0.7540 0.30
H 0.9498 0.8894 -1.2599 0.39
H -0.3019 0.7749 1.4920 0.22
H -0.4477 2.1856 0.3666 0.30
H -1.5526 0.5121 -1.3555 0.32
H -2.2922 -0.9919 0.5350 0.30
```

Output
Molar mass ... 72.11 g/mol
Lowest unoccupied orbital energy ... 1.01 eV
Max |F| ... 2.22 eV/Å
Calculated total energy ... -6323.8705 eV
SMILES ... C[C@@H]1C[C@@H]1O
Charge ... 0
HOMO ... -9.9 eV
Gap between HOMO and LUMO ... 10.873 eV